{
  "formula": "C7H10",
  "method": "ωB97M-V/def2-TZVPD",
  "homo_ev": -8.3,
  "total_charge": 0,
  "de_lowest_kj_mol": 366.06,
  "total_energy_ev": -7417.241,
  "smiles": "C=CC(=C)/C=C/C",
  "symbols": ["C", "C", "C", "C", "C", "C", "C", "H", "H", "H", "H", "H", "H", "H", "H", "H", "H"],
  "coordinates": [[1.5921, 0.7952, 2.2434], [1.1390, -0.4930, 1.8172], [0.7870, -0.7267, 0.4163], [1.5298, -1.2238, -0.5774], [-0.5568, 0.0436, -0.0218], [-1.2438, -0.1156, -1.1243], [-2.3364, 0.7723, -1.7721], [1.8943, 0.8275, 3.2807], [1.4002, 1.7787, 1.8043], [1.5261, -1.4140, 2.3518], [2.6225, -1.1349, -0.3445], [1.2259, -1.8111, -1.4692], [-0.8052, 0.8450, 0.7155], [-1.0128, -1.0823, -1.6001], [-2.7038, 0.2760, -2.7084], [-3.1454, 0.9271, -1.1206], [-1.9126, 1.7359, -1.8907]]
}